1.
A cluster of 19 separate species, C31H61Cl36N3O4S2Si in total at a distorted geometry, computed with ωB97M-V/def2-TZVPD.

Geometry as ORCA input:
```
! wB97M-V def2-TZVPD RIJCOSX def2/J DEFGRID3
* xyz 0 1
C 2.602 -5.720 1.283
C 1.386 -5.912 0.405
O 1.733 -5.705 -0.955
C 0.235 -4.950 0.835
N -0.041 -3.876 -0.101
C -1.357 -3.267 0.013
C -1.456 -2.103 0.970
O -1.120 -2.563 2.284
Si 0.024 -1.740 3.131
C 1.522 -1.229 2.119
C 2.612 -0.694 3.053
C 3.574 0.280 2.346
S 4.018 -0.288 0.699
C 3.372 0.860 -0.451
S 3.468 2.481 -0.260
N 2.820 0.305 -1.583
C 2.389 1.000 -2.689
C 1.959 0.105 -3.566
N 2.080 -1.176 -3.033
C 2.581 -1.028 -1.877
C -0.716 -0.288 4.109
O -1.960 0.156 3.557
O -2.073 1.572 3.710
H 2.988 -4.715 1.120
H 2.344 -5.864 2.325
H 3.364 -6.443 1.010
H 1.011 -6.922 0.520
H 2.492 -5.119 -0.961
H 0.520 -4.513 1.799
H -0.662 -5.513 1.042
H 0.687 -3.177 -0.087
H -1.669 -2.981 -0.991
H -2.079 -4.008 0.340
H -2.501 -1.795 1.001
H -0.893 -1.228 0.641
H 0.514 -2.673 4.175
H 1.886 -2.051 1.517
H 1.224 -0.380 1.506
H 3.160 -1.500 3.530
H 2.159 -0.112 3.853
H 4.465 0.444 2.936
H 3.097 1.247 2.249
H 2.386 2.055 -2.839
H 1.567 0.328 -4.532
H 2.797 -1.818 -1.185
H 0.010 0.514 4.221
H -0.896 -0.676 5.114
H -1.416 1.913 3.088
C 0.322 2.019 -7.080
Cl 0.301 2.639 -5.423
Cl 1.075 0.417 -7.158
H -0.698 1.943 -7.434
H 0.888 2.700 -7.704
C -3.416 -0.354 -7.733
Cl -4.312 0.456 -6.431
Cl -2.671 0.762 -8.882
H -2.632 -0.952 -7.283
H -4.107 -0.986 -8.277
C -5.068 4.773 -8.311
Cl -4.906 3.160 -7.608
Cl -5.614 4.704 -9.996
H -5.795 5.335 -7.736
H -4.104 5.262 -8.282
C -3.838 -6.388 2.610
Cl -3.652 -4.676 2.199
Cl -2.283 -7.227 2.654
H -4.298 -6.458 3.589
H -4.462 -6.853 1.860
C 3.984 5.728 2.580
Cl 3.845 4.200 3.454
Cl 3.616 5.548 0.864
H 3.273 6.431 2.998
H 4.995 6.104 2.690
C 0.020 5.763 -3.701
Cl 0.096 7.457 -4.209
Cl 1.628 5.101 -3.371
H -0.580 5.695 -2.797
H -0.440 5.186 -4.495
C -7.683 7.237 -12.265
Cl -8.648 7.887 -10.935
Cl -7.038 8.516 -13.301
H -6.855 6.678 -11.847
H -8.313 6.591 -12.864
C 7.078 6.991 -1.209
Cl 6.059 5.825 -2.055
Cl 7.227 6.611 0.513
H 8.067 6.972 -1.650
H 6.639 7.976 -1.310
C 0.152 6.456 4.180
Cl 0.310 4.747 4.596
Cl 1.632 7.350 4.545
H -0.053 6.537 3.119
H -0.660 6.883 4.756
C 7.759 -2.202 1.322
Cl 6.435 -2.499 2.453
Cl 7.312 -2.664 -0.323
H 7.993 -1.144 1.331
H 8.619 -2.782 1.632
C -5.218 -6.296 -0.895
Cl -3.800 -7.286 -1.248
Cl -6.410 -7.176 0.078
H -4.898 -5.423 -0.336
H -5.683 -6.001 -1.827
C -1.471 -7.324 6.551
Cl -2.189 -6.679 8.034
Cl -0.811 -6.049 5.530
H -0.673 -8.006 6.820
H -2.241 -7.847 5.995
C -0.912 5.673 -7.322
Cl -2.239 5.407 -6.185
Cl -1.190 4.833 -8.854
H -0.827 6.735 -7.514
H 0.004 5.297 -6.877
C 5.957 -4.160 -3.367
Cl 4.633 -4.473 -2.238
Cl 5.535 -4.608 -5.021
H 6.187 -3.101 -3.342
H 6.817 -4.742 -3.057
C -1.205 -0.591 8.311
Cl 0.100 -1.217 7.298
Cl -2.089 -1.892 9.122
H -0.769 0.053 9.075
H -1.896 -0.043 7.680
C -6.124 -7.244 8.647
Cl -7.439 -7.998 9.556
Cl -6.071 -7.807 6.972
H -6.273 -6.171 8.645
H -5.183 -7.494 9.123
C 2.267 2.248 9.226
Cl 3.626 1.160 8.942
Cl 0.864 1.391 9.888
H 2.569 3.009 9.935
H 1.980 2.697 8.286
C -3.352 5.989 -0.585
Cl -2.748 7.486 0.130
Cl -2.834 5.807 -2.268
H -2.967 5.152 -0.015
H -4.435 6.000 -0.556
*
```

DFT total energy ... -526149.0279 eV
Energy above the lowest of the compared OMol25 structures with the same formula, charge and spin ... 0.0 kcal/mol
Lowest unoccupied orbital energy ... -0.4 eV
Kohn-Sham gap ... 7.65 eV
HOMO energy ... -8.07 eV

2.
A cluster of 5 separate species, C31H61FN2O10S2 in total at a distorted geometry, computed with ωB97M-V/def2-TZVPD.

Geometry as ORCA input:
```
! wB97M-V def2-TZVPD RIJCOSX def2/J DEFGRID3
* xyz 0 1
C -2.126 2.455 -3.757
C -0.863 3.424 -3.481
C 0.190 2.714 -2.457
N -0.418 2.722 -1.092
C -0.418 1.339 -0.494
O -1.645 0.723 -0.963
S -2.072 -0.656 -0.110
O -3.194 -0.218 0.821
O -2.708 -1.717 -0.999
C -0.589 -1.326 0.832
C -0.952 -2.596 1.762
O -2.343 -2.706 2.131
C -3.008 -3.813 1.477
C -4.586 -3.425 1.456
C 0.474 -1.840 -0.252
C 1.978 -1.327 -0.061
F 0.121 -1.482 -1.630
C -0.103 -0.128 1.784
S -1.142 0.007 3.369
C -0.233 1.379 1.104
N -1.421 2.079 1.644
C 1.174 2.103 1.386
C 1.118 3.693 1.497
O 0.906 4.084 2.915
C -0.008 5.190 2.915
O -1.012 5.227 3.672
H -1.726 1.385 -3.872
H -2.919 2.531 -2.925
H -2.666 2.758 -4.724
H -0.302 3.633 -4.454
H -1.232 4.398 -3.010
H 1.161 3.314 -2.540
H 0.360 1.665 -2.891
H -1.380 3.073 -1.189
H 0.543 0.858 -0.913
H -0.344 -2.611 2.744
H -0.699 -3.611 1.266
H -2.672 -4.006 0.407
H -2.933 -4.738 2.159
H -4.940 -3.128 2.515
H -5.245 -4.283 1.101
H -4.714 -2.494 0.790
H 0.569 -2.989 -0.309
H 2.087 -0.220 0.173
H 2.526 -1.496 -1.064
H 2.535 -1.960 0.709
H 0.959 -0.278 2.210
H -0.246 0.567 4.283
H -1.217 2.720 2.414
H -2.015 2.491 0.918
H 1.851 1.883 0.473
H 1.735 1.724 2.305
H 0.284 4.189 0.902
H 2.103 4.202 1.170
H 0.141 6.113 2.245
C 0.515 4.684 6.208
C 1.209 5.569 7.222
C 2.082 4.575 7.964
O 2.426 3.546 7.028
C 1.608 3.693 5.858
H 0.135 5.224 5.341
H -0.324 4.164 6.682
H 1.835 6.304 6.705
H 0.523 6.107 7.879
H 1.537 4.108 8.791
H 2.993 5.031 8.360
H 2.243 4.072 5.051
H 1.212 2.719 5.560
C 1.256 -1.501 -5.604
C 2.531 -1.556 -6.416
C 3.495 -0.777 -5.542
O 3.079 -0.978 -4.185
C 1.781 -1.591 -4.186
H 0.547 -2.295 -5.846
H 0.758 -0.538 -5.758
H 2.867 -2.594 -6.510
H 2.432 -1.138 -7.420
H 3.443 0.297 -5.753
H 4.530 -1.106 -5.662
H 1.903 -2.634 -3.873
H 1.135 -1.086 -3.468
C -3.060 -2.953 -7.492
C -4.185 -2.722 -6.509
C -3.662 -1.553 -5.699
O -2.829 -0.779 -6.576
C -2.589 -1.539 -7.769
H -3.367 -3.484 -8.395
H -2.259 -3.526 -7.012
H -5.093 -2.429 -7.046
H -4.419 -3.594 -5.896
H -3.043 -1.893 -4.863
H -4.464 -0.924 -5.306
H -3.166 -1.080 -8.579
H -1.528 -1.493 -8.028
C 3.507 -3.048 5.030
C 2.896 -4.427 4.913
C 1.762 -4.188 3.937
O 2.178 -3.122 3.070
C 3.357 -2.516 3.618
H 4.543 -3.054 5.374
H 2.919 -2.439 5.723
H 3.624 -5.120 4.478
H 2.559 -4.840 5.865
H 0.853 -3.863 4.455
H 1.526 -5.074 3.342
H 4.207 -2.809 2.992
H 3.261 -1.428 3.587
*
```

SMILES string ... CCCN[C@@H]1OS(=O)(=O)[C@@](COCC)([C@H](C)F)[C@H](S)[C@@]1(N)CCOC=O.C1CCOC1.C1CCOC1.C1CCOC1.C1CCOC1
DFT total energy ... -80971.0385 eV
Lowest unoccupied orbital energy ... 0.4 eV
Kohn-Sham gap ... 8.81 eV
HOMO energy ... -8.37 eV

Among the records above, which one has the lowest HOMO energy? C31H61FN2O10S2

The highest HOMO energy belongs to which entry? C31H61Cl36N3O4S2Si

Which value of DFT total energy does entry 2 give? -80971.0385 eV